Record 1
{"formula": "C30H55BrF6N10P", "method": "ωB97M-V/def2-TZVPD", "total_charge": 3, "orbital_gap_ev": 5.13, "e_above_lowest_kcal_mol": 0.0, "total_energy_ha": -5237.58681, "mol_weight_g_mol": 780.71, "symbols": ["C", "C", "N", "C", "C", "N", "C", "C", "H", "H", "H", "H", "H", "H", "H", "H", "H", "H", "H", "C", "C", "N", "C", "C", "N", "C", "C", "H", "H", "H", "H", "H", "H", "H", "H", "H", "H", "H", "C", "C", "N", "C", "C", "N", "C", "C", "H", "H", "H", "H", "H", "H", "H", "H", "H", "H", "H", "C", "C", "N", "C", "C", "N", "C", "C", "H", "H", "H", "H", "H", "H", "H", "H", "H", "H", "H", "C", "C", "N", "C", "C", "N", "C", "C", "H", "H", "H", "H", "H", "H", "H", "H", "H", "H", "H", "P", "F", "F", "F", "F", "F", "F", "Br"], "coordinates": [[4.31573, 4.77286, -6.91144], [3.09268, 4.78715, -5.99747], [3.45971, 4.84308, -4.57894], [3.92526, 5.96048, -3.90355], [4.01675, 5.63401, -2.59035], [3.48600, 4.38403, -2.45285], [3.17868, 3.91139, -3.65539], [3.41085, 3.60108, -1.20792], [4.48618, 5.75559, -7.36370], [4.17453, 4.13340, -7.77898], [5.26094, 4.61994, -6.39241], [2.57444, 3.83240, -6.08590], [2.41335, 5.60060, -6.23801], [4.17082, 6.84629, -4.46398], [4.43846, 6.13651, -1.73645], [2.77091, 2.92999, -3.82175], [3.15499, 2.57151, -1.43370], [2.73051, 4.06929, -0.50286], [4.37937, 3.55663, -0.71072], [-7.85467, -3.57783, 0.89010], [-6.63680, -2.66600, 0.74677], [-6.33057, -2.43029, -0.65057], [-6.16864, -1.16648, -1.17842], [-5.80981, -1.35010, -2.49279], [-5.71583, -2.70071, -2.70168], [-6.06820, -3.33797, -1.58737], [-5.33083, -3.28038, -4.00164], [-8.80473, -3.04669, 0.85082], [-7.87278, -3.97948, 1.90864], [-7.85388, -4.47325, 0.27286], [-5.78559, -3.10166, 1.27744], [-6.80005, -1.72332, 1.26572], [-6.33730, -0.26898, -0.61252], [-5.64691, -0.67715, -3.31733], [-6.03033, -4.40290, -1.42845], [-4.42103, -2.79714, -4.34282], [-6.17581, -3.16413, -4.67559], [-5.12728, -4.34620, -3.92289], [-5.86549, 2.30514, 4.97009], [-5.41039, 1.26852, 3.90819], [-4.59398, 1.93127, 2.88877], [-5.04225, 2.44855, 1.68957], [-3.96341, 2.90624, 1.01554], [-2.85364, 2.58507, 1.73766], [-3.25618, 2.05237, 2.90693], [-1.49817, 3.05907, 1.43354], [-5.01205, 2.71188, 5.50517], [-6.50153, 1.81685, 5.70607], [-6.45858, 3.01434, 4.39692], [-6.30222, 0.87353, 3.42497], [-4.84649, 0.43263, 4.31630], [-6.10152, 2.58301, 1.54508], [-3.86891, 3.47319, 0.10535], [-2.56893, 1.75337, 3.68504], [-0.88692, 2.16040, 1.40009], [-1.14297, 3.81736, 2.12427], [-1.50661, 3.54099, 0.45689], [5.51895, -0.41532, 1.68394], [5.66246, -1.56098, 2.68619], [6.58064, -2.62105, 2.29841], [7.81041, -2.89013, 2.84487], [8.40303, -3.82626, 2.07322], [7.57670, -4.11034, 1.01721], [6.47468, -3.36108, 1.18330], [7.67163, -5.25253, 0.11691], [5.12272, -0.80741, 0.74085], [6.43637, 0.13251, 1.46976], [4.77309, 0.28824, 2.05266], [4.69231, -2.01046, 2.89170], [6.02637, -1.12488, 3.61461], [8.17045, -2.59543, 3.81626], [9.23821, -4.50230, 2.17583], [5.58467, -3.44083, 0.57627], [8.10461, -4.95629, -0.83405], [6.68637, -5.68008, -0.07076], [8.21784, -6.03724, 0.63479], [-3.18966, -0.94612, 0.97844], [-2.96126, -1.76282, -0.29071], [-1.51957, -1.91412, -0.35898], [-0.85871, -3.04601, 0.04961], [0.47178, -2.80500, 0.04797], [0.60971, -1.55601, -0.51239], [-0.59473, -1.06341, -0.82167], [1.88333, -0.81414, -0.61519], [-2.57742, -0.04689, 0.95135], [-2.90505, -1.49022, 1.88133], [-4.24800, -0.71348, 1.11406], [-3.27750, -1.20381, -1.17232], [-3.49343, -2.71061, -0.28652], [-1.41691, -3.86352, 0.47486], [1.32171, -3.40095, 0.34355], [-0.67423, -0.07280, -1.23694], [1.68305, 0.16655, -0.18334], [2.16627, -0.75315, -1.66120], [2.59236, -1.29933, 0.04887], [1.98149, 1.30773, 2.53914], [3.28792, 0.41106, 2.09972], [2.39799, 2.34667, 1.36335], [1.01398, 0.50126, 1.50319], [0.73743, 2.25051, 3.00284], [1.61877, 0.25380, 3.70223], [2.96343, 2.09046, 3.56250], [3.24688, -5.28311, 0.81388]], "atomic_forces_ev_per_a": [[0.3, 1.3, -0.5], [0.5, -0.9, -0.2], [-0.7, 0.4, 1.3], [0.4, -0.3, -0.6], [-0.1, 0.4, 0.1], [0.4, -1.0, 0.1], [0.1, 0.4, -0.3], [0.4, 0.2, 0.3], [-0.3, 0.1, 0.1], [0.1, -0.4, 0.3], [-0.2, -0.7, 0.1], [-0.2, 0.2, -0.2], [-0.1, 0.0, 0.2], [0.2, 0.1, 0.2], [-0.2, 0.3, -0.1], [0.0, 0.0, -0.2], [-0.3, 0.1, 0.0], [-0.2, -0.2, -0.1], [0.1, 0.2, -0.2], [-0.3, -0.1, 1.4], [-0.6, -1.1, 0.9], [0.4, 1.0, -0.1], [0.1, -0.5, -1.3], [-0.1, 0.2, 0.7], [-0.1, -0.2, -0.1], [0.5, 0.1, 0.1], [-0.3, -0.4, 0.1], [0.1, 0.1, -0.6], [0.2, 0.1, 0.0], [0.1, 0.2, -0.4], [0.2, -0.1, -0.4], [-0.2, 0.2, -0.4], [-0.1, 0.0, 0.0], [0.0, 0.2, 0.2], [-0.2, 0.0, -0.1], [-0.1, 0.2, -0.1], [0.2, 0.2, -0.2], [0.0, 0.0, 0.3], [0.1, -1.2, -0.7], [-0.5, 0.5, 1.0], [1.3, -0.2, -0.7], [-0.5, 0.3, 0.7], [-0.1, -0.1, -0.5], [-0.5, 0.9, 1.3], [0.0, -0.2, -0.7], [0.1, -0.4, -0.6], [-0.1, 0.4, -0.2], [-0.1, 0.0, -0.1], [0.1, 0.5, 0.5], [0.1, -0.1, -0.2], [0.1, 0.1, 0.0], [0.1, -0.1, -0.3], [-0.2, -0.1, -0.1], [-0.2, -0.1, 0.1], [0.5, 0.4, 0.2], [0.0, -0.4, 0.4], [-0.2, -0.2, -0.1], [0.6, -0.4, -0.4], [-0.4, 1.0, 0.3], [0.8, -0.3, -1.3], [0.6, -0.6, 0.6], [0.4, -1.1, -0.4], [-1.8, 0.9, 0.7], [-0.2, -0.2, 0.1], [-0.2, -0.3, -0.2], [0.1, 0.1, -0.1], [0.3, -0.3, 0.1], [1.7, -0.5, -0.1], [0.0, -0.1, -0.1], [0.1, -0.3, 0.1], [-0.3, 0.5, -0.1], [0.3, 0.6, 0.4], [-0.1, 0.0, 0.0], [0.3, -0.1, 0.1], [-0.2, 0.3, 0.1], [0.3, 0.1, -0.2], [-0.7, -0.3, 0.4], [0.3, 1.4, 0.3], [0.6, -1.1, -1.6], [-0.4, -0.4, 1.4], [-0.1, 0.4, -0.7], [-0.1, -0.2, -0.1], [0.9, 0.3, 1.0], [-0.7, 0.3, -0.1], [-0.2, 0.1, -0.1], [0.2, -0.2, -0.2], [0.0, 0.3, -0.1], [-0.1, 0.0, 0.0], [0.4, -0.2, 0.0], [0.1, -0.1, -0.1], [0.3, -0.4, 0.1], [-0.6, 0.0, 0.0], [0.3, -0.2, -0.5], [0.4, -0.2, 0.0], [0.2, -0.1, -0.3], [1.7, 0.4, 2.5], [-3.4, 0.1, -0.1], [-0.6, 0.1, -0.4], [-0.4, 0.3, 0.3], [0.1, -0.2, -0.5], [-0.1, 0.0, -0.6], [-0.5, 0.0, -0.4], [0.0, 0.7, -0.2]]}

---

Record 2
{"formula": "H3OPS", "method": "ωB97M-V/def2-TZVPD", "smiles": "P=S.O", "total_charge": 0, "orbital_gap_ev": 7.40, "e_above_lowest_kcal_mol": 28.9, "total_energy_ha": -816.53631, "mol_weight_g_mol": 82.06, "symbols": ["P", "S", "H", "O", "H", "H"], "coordinates": [[-0.57435, 2.53322, 2.64891], [-1.21477, 0.70901, 2.86251], [0.51057, 2.75050, 3.73758], [0.16851, -0.64576, 0.05645], [-0.61409, -0.27858, 0.36806], [0.55166, -1.19236, 0.74514]], "atomic_forces_ev_per_a": [[0.7, -0.5, 1.0], [0.5, 1.0, 0.1], [-1.2, -0.5, -1.0], [2.3, -1.0, -1.3], [-2.1, 0.9, 1.1], [-0.2, 0.0, 0.2]]}

---

Record 3
{"formula": "C24H23ClN5O5PdS", "method": "ωB97M-V/def2-TZVPD", "total_charge": 1, "orbital_gap_ev": 6.06, "e_above_lowest_kcal_mol": 49.1, "total_energy_ha": -2564.30236, "mol_weight_g_mol": 635.42, "symbols": ["Pd", "Cl", "C", "C", "C", "C", "O", "C", "C", "N", "C", "C", "C", "C", "C", "C", "C", "C", "N", "C", "C", "H", "H", "H", "H", "H", "H", "H", "H", "H", "H", "C", "C", "S", "O", "O", "C", "C", "N", "C", "N", "C", "C", "N", "O", "O", "C", "H", "H", "H", "H", "H", "H", "H", "H", "H", "H", "H", "H", "H"], "coordinates": [[-1.19205, 0.05574, 0.65498], [4.33476, -3.24726, 4.25284], [3.14268, -2.64586, 3.15370], [3.08584, -3.14651, 1.83906], [2.13205, -2.70314, 0.96663], [1.17292, -1.72658, 1.34102], [0.23260, -1.44466, 0.50853], [1.31083, -1.15844, 2.63998], [0.60542, -0.00196, 3.04379], [-0.06415, 0.79897, 2.27037], [-0.50840, 2.07485, 2.68285], [-0.28659, 2.63851, 3.91689], [-0.75592, 3.93079, 4.21856], [-1.43081, 4.66566, 3.28707], [-1.64642, 4.13237, 1.99834], [-2.31774, 4.84165, 0.97551], [-2.49749, 4.25737, -0.24300], [-2.00198, 2.96018, -0.45077], [-1.35686, 2.28121, 0.46968], [-1.17940, 2.83716, 1.69718], [2.27430, -1.67329, 3.54201], [3.80389, -3.89319, 1.52493], [2.06596, -3.09843, -0.03882], [0.72065, 0.25724, 4.09372], [0.25256, 2.09860, 4.68279], [-0.57013, 4.33649, 5.20408], [-1.80226, 5.65630, 3.51810], [-2.68214, 5.84118, 1.17893], [-3.00705, 4.77118, -1.04609], [-2.12968, 2.47745, -1.41111], [2.35368, -1.25186, 4.53708], [-4.92612, -0.40558, 5.48755], [-4.73838, 0.65340, 4.40214], [-4.24338, -0.06117, 2.84164], [-3.20476, -1.04396, 3.08297], [-3.91761, 1.00521, 1.91603], [-5.69326, -0.88875, 2.21560], [-5.40246, -1.80516, 1.01334], [-4.37059, -1.35601, 0.06006], [-3.11139, -1.83846, -0.00754], [-2.36660, -1.14462, -0.88788], [-3.18653, -0.16217, -1.38301], [-4.41087, -0.27146, -0.81031], [-5.52596, 0.59668, -0.99583], [-5.35983, 1.54241, -1.73697], [-6.56816, 0.32789, -0.41671], [-2.63198, -3.07062, 0.67079], [-4.82958, 0.04881, 6.47238], [-4.15653, -1.17174, 5.39957], [-5.90751, -0.87619, 5.43044], [-3.91369, 1.33248, 4.62942], [-5.63601, 1.24184, 4.20726], [-6.38473, -0.09586, 1.93703], [-6.09344, -1.48200, 3.03912], [-6.32826, -1.91328, 0.46147], [-5.07616, -2.77484, 1.37552], [-2.88065, 0.50377, -2.17184], [-3.35886, -3.87654, 0.56929], [-2.44823, -2.89046, 1.73084], [-1.70021, -3.36722, 0.19817]], "atomic_forces_ev_per_a": [[3.5, 0.1, 0.6], [0.1, 0.0, 0.0], [0.0, 0.1, 0.0], [-0.1, 0.0, 0.0], [0.0, 0.0, -0.2], [0.1, 0.1, 0.4], [-1.2, 0.2, -0.2], [-0.3, -0.2, -0.1], [0.2, -0.1, -0.2], [-1.5, -0.6, -1.0], [0.0, 0.2, 0.3], [0.0, -0.2, -0.1], [0.0, 0.0, 0.0], [0.0, 0.0, 0.1], [0.1, 0.0, -0.1], [0.0, -0.1, 0.1], [0.1, 0.1, -0.1], [0.1, 0.0, -0.1], [-1.2, -0.7, -0.1], [0.0, 0.2, 0.2], [0.1, 0.0, 0.1], [0.0, 0.0, 0.0], [0.0, 0.0, 0.0], [0.2, 0.3, -0.1], [0.0, 0.0, 0.0], [0.0, 0.0, 0.0], [0.0, 0.0, 0.0], [0.0, 0.0, 0.0], [0.0, 0.0, 0.0], [0.0, 0.0, 0.0], [0.0, 0.0, 0.0], [0.0, 0.0, -0.1], [-0.1, -0.3, -0.1], [0.6, 0.1, -0.1], [-0.2, 0.0, 0.0], [-0.1, 0.1, 0.0], [0.2, 0.2, -0.1], [0.1, -0.1, 0.0], [-0.1, 0.4, 0.4], [-0.1, -0.2, -0.2], [0.0, 0.7, 0.6], [-0.3, -0.1, -0.2], [0.2, -0.1, 0.0], [-0.3, 0.1, -0.1], [0.0, -0.1, 0.1], [0.2, 0.0, 0.0], [0.1, 0.1, 0.1], [-0.1, 0.0, 0.0], [0.0, 0.0, 0.0], [0.0, 0.0, 0.0], [0.0, 0.0, -0.1], [0.1, 0.1, 0.0], [-0.1, 0.0, 0.1], [-0.1, 0.0, -0.1], [-0.1, -0.2, 0.0], [0.0, 0.0, -0.1], [0.0, 0.1, 0.1], [0.0, 0.0, 0.0], [-0.1, 0.0, 0.0], [0.0, 0.0, 0.0]]}

---

Record 4
{"formula": "C5H9NO", "method": "ωB97M-V/def2-TZVPD", "smiles": "C[C@H](C#N)CCO", "total_charge": 0, "orbital_gap_ev": 11.20, "e_above_lowest_kcal_mol": 33.1, "total_energy_ha": -325.88480, "mol_weight_g_mol": 99.13, "symbols": ["C", "C", "C", "N", "C", "C", "O", "H", "H", "H", "H", "H", "H", "H", "H", "H"], "coordinates": [[0.66073, -1.67387, 1.08897], [0.14622, -0.75202, -0.01381], [1.36637, -0.12341, -0.55124], [2.29223, 0.51149, -0.83869], [-0.76912, 0.38786, 0.46295], [-1.05100, 1.40651, -0.68760], [-0.26126, 1.26248, -1.84967], [-0.15283, -2.17890, 1.61153], [1.24715, -1.08384, 1.80155], [1.32952, -2.41765, 0.64609], [-0.38494, -1.31621, -0.79202], [-1.71139, -0.02979, 0.85134], [-0.29367, 0.86803, 1.32819], [-0.96831, 2.42676, -0.28787], [-2.06309, 1.25947, -1.05806], [0.65663, 1.48495, -1.61831]], "atomic_forces_ev_per_a": [[0.0, -0.1, 0.2], [0.1, 0.0, 0.0], [0.9, 0.6, -0.3], [-0.6, -0.9, 0.4], [0.1, 0.0, 0.1], [-0.4, 0.1, 0.2], [0.3, 0.3, 0.2], [0.0, 0.0, 0.0], [-0.2, -0.2, 0.0], [-0.1, 0.0, 0.2], [0.4, 0.1, 0.0], [0.3, 0.0, -0.3], [0.0, 0.1, -0.3], [-0.1, -0.2, -0.1], [-0.1, 0.1, 0.2], [-0.4, 0.1, -0.4]]}